Entry 1:
This record from the Open Molecules 2025 dataset describes 2 unconnected molecules or ions with the total composition H3IO3P at a distorted geometry. The level of theory is ωB97M-V/def2-TZVPD.

Structure (XYZ):
```
8
Properties=species:S:1:pos:R:3:forces:R:3:lowdin_charge:R:1
O -3.91862 -2.64182 0.08746 -0.4 0.5 -0.1 -0.25
O -1.95832 -0.94923 -0.13846 -1.3 0.2 0.1 -0.25
O 0.65042 -0.24087 0.06419 1.4 -1.2 -0.3 -0.07
P -3.46965 -1.27362 -0.02238 3.2 0.6 -0.1 0.34
I -4.85325 0.65228 0.02361 0.6 -0.9 -0.1 0.80
H 0.65603 0.07421 0.99937 0.7 -0.4 -1.0 0.10
H -0.86585 -0.77292 -0.12310 -0.9 -0.1 0.0 0.15
H 1.59086 -0.64670 -0.22039 -3.3 1.3 1.3 0.18
```
Positions in Å, forces in eV/Å.

Summary:
Energy above the lowest of the compared OMol25 structures with the same formula, charge and spin: 231.42 kJ/mol
Total energy: -23573.275 eV
LUMO level: -6.4 eV
Molar mass: 208.90 g/mol
Charge: +1
Gap between HOMO and LUMO: 9.3 eV

---

Entry 2:
This record from the Open Molecules 2025 dataset describes 3 unconnected molecules or ions with the total composition H3N2O at a distorted geometry. The level of theory is ωB97M-V/def2-TZVPD.

Structure (XYZ):
```
6
Properties=species:S:1:pos:R:3:forces:R:3:lowdin_charge:R:1
N 1.88389 -0.38344 -0.25422 -0.2 3.7 2.5 -0.14
N 1.75206 0.58199 0.34773 0.9 -4.2 -2.4 -0.21
O -1.57109 -0.55927 -0.14249 -4.0 -2.8 0.1 -0.17
H -1.39757 -1.17644 0.56209 0.3 -0.1 0.3 -0.01
H 0.16433 1.58983 -0.25510 -0.5 0.2 -0.1 -0.25
H -0.83161 -0.05267 -0.25801 3.6 3.2 -0.4 -0.22
```
Positions in Å, forces in eV/Å.

Summary:
Energy above the lowest of the compared OMol25 structures with the same formula, charge and spin: 42.32 kJ/mol
Total energy: -5074.857 eV
LUMO level: 5.0 eV
Molar mass: 47.04 g/mol
Charge: -1
Gap between HOMO and LUMO: 6.0 eV